No. 1
C24H35MnNOP2Si | ωB97M-V/def2-TZVPD

XYZ file:
```
65
C24H35MnNOP2Si (ωB97M-V/def2-TZVPD)
C -4.18 -2.00 0.68
C -2.88 -1.80 0.19
C -2.71 -0.86 -0.83
C -3.83 -0.19 -1.41
C -5.12 -0.40 -0.88
C -5.28 -1.28 0.18
C -3.53 0.75 -2.43
C -2.35 0.61 -3.20
C -1.29 -0.14 -2.60
C -0.12 -0.43 -3.31
C 0.07 0.20 -4.54
C -0.90 1.05 -5.09
C -2.11 1.24 -4.45
H -4.33 -2.71 1.51
H -5.96 0.17 -1.30
H -6.25 -1.42 0.64
H -4.30 1.45 -2.76
H 1.02 0.06 -5.06
H -0.68 1.56 -6.03
H -2.87 1.91 -4.84
N -1.44 -0.24 -1.16
Mn 0.68 0.05 0.35
C -1.72 -2.55 0.80
H -1.17 -3.15 0.07
H -2.07 -3.22 1.60
C 0.95 -1.37 -2.77
H 0.54 -2.33 -2.43
H 1.72 -1.57 -3.53
P -0.51 -1.38 1.57
P 1.86 -0.65 -1.35
C 2.83 0.69 -2.14
H 3.46 1.19 -1.40
H 3.46 0.28 -2.94
H 2.14 1.44 -2.56
C 3.07 -1.92 -0.88
H 3.74 -2.13 -1.73
H 3.66 -1.60 -0.02
H 2.54 -2.85 -0.60
C -1.53 -0.59 2.87
H -2.01 -1.35 3.51
H -0.91 0.08 3.48
H -2.31 0.01 2.39
C 0.60 -2.56 2.43
H 1.15 -2.03 3.23
H 0.01 -3.38 2.87
H 1.32 -2.97 1.71
C 0.13 1.73 -0.10
O -0.28 2.62 -0.75
H -1.90 0.71 -1.07
C 2.99 3.34 1.66
Si 2.33 1.88 2.64
C 3.62 1.41 3.94
C 0.74 2.34 3.51
C 2.22 0.35 1.47
H 3.21 4.20 2.32
H 2.27 3.68 0.90
H 3.92 3.07 1.14
H 3.91 2.28 4.55
H 3.23 0.64 4.62
H 4.52 1.01 3.45
H -0.03 2.68 2.80
H 0.33 1.48 4.07
H 0.92 3.15 4.23
H 3.11 0.39 0.80
H 2.32 -0.62 2.00
```

Values from the calculation:
* electronic energy: -3188.0892 Ha
* HOMO-LUMO gap (alpha / beta): 4.0 / 6.5 eV
* ⟨S²⟩: 4.1181
* total charge: +2
* 2S+1: 4

***

No. 2
C8H12O3 | ωB97M-V/def2-TZVPD

XYZ file:
```
23
C8H12O3 (ωB97M-V/def2-TZVPD)
C 1.42 -0.72 0.09
C 2.43 -1.18 -0.66
C -2.17 -1.21 0.01
C -1.79 -0.82 1.33
C 1.53 0.44 0.99
C -0.94 -0.46 0.18
C -0.60 0.93 -0.26
C -0.54 1.18 -1.67
O 0.16 -1.34 -0.05
O 2.68 1.16 0.90
O -1.14 1.78 0.74
H 2.07 -2.04 -1.20
H 3.53 -0.84 -0.59
H -1.98 -2.24 -0.38
H -3.20 -0.71 -0.37
H -2.28 -0.06 1.88
H -1.39 -1.55 2.11
H 1.05 0.60 1.86
H -0.02 2.12 -1.69
H -1.53 1.11 -2.18
H 0.13 0.52 -2.19
H 3.39 0.61 0.51
H -0.82 2.72 0.62
```

Values from the calculation:
* electronic energy: -537.5398 Ha
* HOMO-LUMO gap (alpha / beta): 7.9 / 7.7 eV
* 2S+1: 1

***

No. 3
C24H52BeCl3N3O7 | ωB97M-V/def2-TZVPD

XYZ file:
```
90
C24H52BeCl3N3O7 (ωB97M-V/def2-TZVPD)
Be 3.37 -4.08 0.29
C -3.60 -5.21 1.35
C -2.18 -4.68 1.69
C -2.16 -3.44 2.71
O -2.79 -3.83 3.95
C -3.08 -2.73 4.78
N -1.21 -5.85 2.19
H -0.27 -5.52 2.01
H -1.32 -6.22 3.13
H -1.26 -6.71 1.66
H -3.69 -6.23 0.97
H -4.16 -4.62 0.62
H -4.19 -5.36 2.26
H -1.73 -4.41 0.73
H -2.74 -2.59 2.34
H -1.12 -3.16 2.90
H -2.18 -2.23 5.12
H -3.61 -3.06 5.68
H -3.75 -2.08 4.22
Cl 0.80 -1.79 0.19
O -0.61 -1.97 0.20
O 1.46 -2.33 1.35
O 1.43 -2.37 -0.95
O 1.22 -0.44 0.12
C 1.92 2.24 -4.46
C 1.22 1.18 -5.40
C 2.13 -0.09 -5.30
C 1.75 -0.99 -4.09
C 0.25 -1.32 -4.13
C -0.65 0.02 -4.15
N -0.20 0.88 -5.30
O -1.17 1.98 -5.56
C -2.08 -0.60 -4.20
C -0.64 0.60 -2.76
C 1.43 1.58 -6.90
H 1.36 3.16 -4.30
H 2.96 2.43 -4.73
H 1.93 1.82 -3.45
H 2.05 -0.73 -6.18
H 3.18 0.15 -5.13
H 2.27 -0.56 -3.24
H 2.34 -1.90 -4.14
H 0.10 -1.97 -3.26
H 0.03 -1.89 -5.03
H -2.53 -1.13 -3.36
H -2.80 0.22 -4.26
H -2.29 -1.04 -5.17
H -1.34 1.43 -2.76
H -0.94 -0.15 -2.02
H 0.38 0.83 -2.45
H 1.20 2.64 -7.04
H 0.78 1.09 -7.61
H 2.45 1.37 -7.25
C -0.81 3.10 0.47
C -0.83 2.80 1.98
C -1.54 1.39 1.98
C -1.52 0.60 3.28
C 0.00 0.31 3.61
C 0.77 1.60 3.66
N 0.59 2.50 2.41
O 1.38 3.77 2.46
C 0.51 2.29 5.07
C 2.30 1.15 3.67
C -1.65 3.88 2.67
H -0.32 4.02 0.15
H -1.79 3.03 -0.01
H -0.23 2.32 -0.03
H -2.56 1.57 1.64
H -1.08 0.78 1.20
H -1.98 -0.38 3.44
H -1.89 1.23 4.08
H 0.40 -0.59 3.15
H -0.06 -0.17 4.59
H -0.08 3.20 5.00
H 0.06 1.56 5.74
H 1.47 2.52 5.52
H 3.04 1.95 3.63
H 2.47 0.47 4.51
H 2.41 0.54 2.78
H -2.57 3.42 3.04
H -1.96 4.61 1.92
H -1.06 4.44 3.39
Cl 5.67 2.57 0.26
C 3.94 2.81 0.54
C 3.06 2.53 -0.65
Cl 3.65 3.77 -1.87
H 3.76 3.79 0.99
H 3.63 2.08 1.29
H 2.03 2.68 -0.33
H 3.04 1.51 -1.05
```

Values from the calculation:
* electronic energy: -3030.5919 Ha
* HOMO-LUMO gap (alpha / beta): 3.7 / 4.3 eV
* ⟨S²⟩: 2.4871
* total charge: +2
* 2S+1: 3